1.
Here is a molecular structure, C43H27N9O7Ta from the Open Molecules 2025 dataset. Energies are from ωB97M-V/def2-TZVPD.

Each line ends with the Löwdin charge.
Element x y z (Å)
Ta1 0.11422 0.28453 0.51054  2.04
O1 -2.35771 -0.15796 0.18633  0.04
O2 -1.62696 -2.51644 2.54874  0.19
O3 -0.51398 -0.63108 2.10775  -0.18
O4 1.27116 -1.84551 0.81939  -0.10
O5 -1.34672 -3.65183 -4.81657  0.08
O6 -0.67797 -1.23111 -0.65795  -0.16
O7 -3.29944 -4.37562 -5.37103  0.10
N1 -2.22757 2.94063 0.37213  0.23
N2 -0.74869 1.58588 -0.96572  0.01
N3 0.10644 0.52469 -2.96995  0.23
N4 -2.54096 -3.78231 -4.63705  -0.35
N5 -0.41807 2.00117 1.63990  0.01
N6 1.56456 0.14825 -1.09151  0.02
N7 3.61649 -0.34019 0.05322  0.23
N8 1.96533 0.68332 1.49079  0.02
N9 1.08732 1.72884 3.49364  0.23
C1 -3.61292 3.46529 -2.31955  0.01
C2 -1.95596 3.33305 2.74592  -0.09
C3 -1.82259 2.42947 -0.76602  -0.25
C4 -2.27287 -2.45675 -2.58997  0.07
C5 4.09525 0.30803 2.32354  -0.10
C6 -1.83333 1.95203 -2.98667  -0.10
C7 -0.61235 -1.97333 2.24331  -0.49
C8 5.97550 0.23294 3.75263  -0.05
C9 -2.10079 4.20969 5.33973  -0.05
C10 2.19454 -0.68558 -3.15601  -0.10
C11 -2.23673 1.97151 -4.31929  0.01
C12 0.72822 -2.63558 1.91458  -0.48
C13 -5.03293 -2.51988 -2.15744  -0.03
C14 -1.04138 3.39496 4.99397  0.01
C15 -0.73916 1.28141 -2.32337  -0.26
C16 -3.07431 4.59163 4.40151  -0.05
C17 2.84045 -0.37445 -1.00021  -0.27
C18 2.26572 -1.07108 -4.49444  0.01
C19 -2.83473 -1.81076 -1.49466  -0.11
C20 3.41720 -1.71189 -4.89770  -0.05
C21 -2.50422 2.68146 -2.01061  -0.10
C22 4.47974 -1.94655 -4.00517  -0.05
C23 -0.02701 2.15023 2.96131  -0.25
C24 3.34314 0.89186 3.33945  -0.11
C25 3.89352 1.16669 4.59052  0.01
C26 4.41765 -1.55214 -2.68574  0.01
C27 -1.96635 -1.03558 -0.59212  -0.52
C28 3.24529 -0.92159 -2.26962  -0.10
C29 3.22517 0.18523 1.18253  -0.26
C30 0.54296 -4.07207 1.47176  0.02
C31 5.21479 0.82267 4.77931  -0.05
C32 1.18162 0.01780 -2.41121  -0.26
C33 -4.01881 3.47913 -3.63806  -0.05
C34 -4.49243 -3.16766 -3.25958  0.03
C35 5.43452 -0.02921 2.51148  0.01
C36 2.03118 1.13140 2.79660  -0.27
C37 1.67542 -2.49334 3.09368  0.03
C38 -4.21005 -1.83331 -1.28110  0.02
C39 -3.34054 2.74216 -4.62443  -0.05
C40 -0.99058 2.95446 3.67487  -0.09
C41 -3.01558 4.16717 3.08895  0.01
C42 -3.12267 -3.11713 -3.45358  -0.12
C43 -1.57326 2.74023 1.48452  -0.24
H1 0.07130 -4.64280 2.26877  0.11
H2 -0.28782 3.10604 5.71280  0.12
H3 3.51762 -2.04367 -5.92219  0.11
H4 6.01535 -0.47530 1.71663  0.12
H5 1.74956 -1.45487 3.41431  0.08
H6 -1.70571 1.40571 -5.07189  0.12
H7 -2.18916 4.56975 6.35595  0.11
H8 -4.12868 4.03060 -1.55628  0.12
H9 -6.10003 -2.54995 -1.98832  0.12
H10 5.68744 1.01024 5.73402  0.11
H11 2.66433 -2.84757 2.80230  0.11
H12 -3.69686 2.78798 -5.64479  0.11
H13 -5.11202 -3.70207 -3.96420  0.13
H14 5.36474 -2.44763 -4.37379  0.11
H15 7.01027 -0.01429 3.94851  0.11
H16 -1.21054 -2.43285 -2.77918  0.13
H17 1.44509 -0.87944 -5.17127  0.12
H18 -0.11067 -4.12671 0.59836  0.10
H19 3.30360 1.62613 5.37104  0.12
H20 1.31977 -3.08931 3.93299  0.11
H21 -3.75349 4.45890 2.35519  0.12
H22 1.50756 -4.52101 1.23588  0.10
H23 -4.87699 4.06957 -3.92945  0.11
H24 5.23563 -1.72249 -2.00002  0.12
H25 -4.62078 -1.31511 -0.42476  0.13
H26 1.04467 -2.29331 -0.00911  0.11
H27 -3.88195 5.23560 4.72224  0.11

The calculation puts the strongest force on any atom at 0.01102 hartree/bohr. Its charge is +1. As for the molar mass: 962.69 g/mol. The calculation puts the relative energy (zero: lowest compared OMol25 entry of this formula, charge and spin) at 0.0 kcal/mol. The LUMO energy (alpha / beta) comes out at -4.62 / -4.62 eV. The HOMO-LUMO gap (alpha / beta) comes out at 4.64 / 4.63 eV.



2.
Here is a molecular structure, C15H27FeN2O4P2 from the Open Molecules 2025 dataset. Energies are from ωB97M-V/def2-TZVPD.

Each line ends with the Löwdin charge.
Element x y z (Å)
Fe1 -0.06492 0.18448 0.43199  0.49
P1 2.10732 -0.90762 0.24999  0.88
P2 -2.12826 -0.29161 0.14641  0.80
O1 -0.86450 -0.22884 3.54084  0.05
O2 -1.44750 -2.89527 -3.67798  -0.09
O3 -0.32154 -3.62343 -0.28324  -0.05
O4 1.03483 2.94828 0.77412  0.04
N1 0.21710 0.56112 -1.33391  -0.08
N2 0.12418 1.14844 1.96582  -0.06
C1 -2.23954 0.07714 -1.70066  -0.20
C2 1.60532 1.54472 -2.91515  -0.01
C3 -0.89515 0.69284 -2.12078  -0.26
C4 -2.96398 -1.83261 0.44711  -0.24
C5 2.74855 -2.35971 -0.73579  -0.25
C6 -0.38307 0.85575 3.24897  -0.47
C7 2.69174 0.53160 -0.83805  -0.22
C8 -0.74335 1.33034 -3.33918  0.00
C9 1.49425 0.88751 -1.71579  -0.29
C10 -3.16995 1.01285 0.87470  -0.23
C11 3.07750 -0.96314 1.80884  -0.24
C12 0.30464 3.17065 3.12363  -0.08
C13 0.53444 2.47442 1.80316  -0.46
C14 0.50847 1.80601 -3.72451  0.00
C15 -0.19287 2.09800 4.08894  -0.08
H1 0.05900 -4.47203 -0.09746  0.05
H2 -2.73386 2.01256 0.72316  0.06
H3 1.22712 3.62945 3.49118  0.13
H4 0.38415 -2.95591 -0.25795  -0.03
H5 2.60997 1.80760 -3.21717  0.13
H6 2.78663 -1.89777 2.32606  0.06
H7 -2.55377 -0.75308 -2.35960  0.09
H8 -3.05911 0.84350 -1.77295  0.11
H9 -2.31303 -2.63301 0.08045  0.02
H10 -2.22372 -3.41109 -3.28864  0.08
H11 -0.42921 3.97751 3.00816  0.13
H12 4.16261 -0.94435 1.60047  0.06
H13 2.74257 -0.12370 2.44162  0.04
H14 -3.09330 -1.98252 1.52814  0.07
H15 2.06455 -2.67151 -1.55006  0.04
H16 0.53729 1.87597 4.87848  0.13
H17 -3.30764 0.87495 1.95490  0.06
H18 -0.81294 -2.90816 -2.94567  0.01
H19 -4.14631 0.94967 0.36990  0.06
H20 0.62909 2.35382 -4.66183  0.13
H21 -1.61302 1.48932 -3.96325  0.13
H22 2.97705 -3.24075 -0.10134  0.06
H23 3.56326 0.14534 -1.43026  0.11
H24 2.89930 1.37282 -0.12785  0.10
H25 3.67835 -2.08265 -1.26010  0.05
H26 -1.13831 2.34687 4.58181  0.13
H27 -3.93043 -1.82478 -0.06966  0.06

The calculation puts the strongest force on any atom at 0.06499 hartree/bohr. Its charge is +1. As for the molar mass: 417.18 g/mol. The calculation puts the relative energy (zero: lowest compared OMol25 entry of this formula, charge and spin) at 0.0 kcal/mol. The LUMO energy (alpha / beta) comes out at -2.96 / -3.55 eV. As for the spin multiplicity: 5. The HOMO-LUMO gap (alpha / beta) comes out at 8.15 / 8.44 eV.



3.
Here is a molecular structure, C24H31N7 from the Open Molecules 2025 dataset. Energies are from ωB97M-V/def2-TZVPD.

Each line ends with the Löwdin charge.
Element x y z (Å)
N1 -0.94236 -0.19033 -0.23139  -0.10
N2 -3.60408 1.28785 -0.37747  0.04
N3 -5.19801 -0.13848 0.28351  0.08
N4 -4.19997 -0.71587 -0.41607  -0.07
N5 -0.35052 1.26958 -4.44936  0.06
N6 1.38872 -0.34586 1.31626  -0.14
N7 -4.94415 1.19262 -0.02836  0.02
C1 2.46715 0.60637 0.81008  -0.31
C2 -0.58712 0.82031 0.42764  -0.29
C3 -1.62359 1.01197 -2.44661  -0.13
C4 2.54981 1.96206 1.42367  -0.16
C5 -3.06010 -2.74278 0.35439  -0.23
C6 3.82036 0.11204 1.08033  -0.26
C7 -3.17178 0.11143 -0.57932  -0.31
C8 -2.03789 -2.87261 2.50227  -0.18
C9 0.18550 -0.78999 -0.86073  -0.11
C10 -3.00692 -2.43404 1.74350  -0.04
C11 -2.14777 -3.67200 -0.32450  0.08
C12 5.06826 2.32211 1.31739  -0.06
C13 -0.84563 0.44938 -3.55049  -0.13
C14 -4.01842 -2.21939 -0.51628  -0.10
C15 -0.37662 2.67259 -4.15948  -0.12
C16 5.06815 0.63295 0.79251  -0.14
C17 1.14477 -1.20503 0.44204  -0.27
C18 -1.82658 2.38899 -2.29267  -0.08
C19 -1.13559 -4.10991 0.70627  -0.01
C20 3.66218 2.93363 0.89133  -0.12
C21 -1.10321 -3.75198 2.08873  -0.07
C22 0.19483 0.46908 1.80537  -0.02
C23 -1.90209 -0.15957 -1.47456  -0.09
C24 -1.12798 3.03549 -3.16685  -0.22
H1 -3.78985 -1.41047 2.28887  0.23
H2 3.75256 0.04896 2.35225  0.19
H3 0.38871 1.35436 2.51839  0.14
H4 1.58382 2.57259 1.13472  0.15
H5 0.14522 -1.88345 -1.33582  0.16
H6 -0.84009 -0.70363 -3.79636  0.15
H7 -0.17764 3.37586 -5.01490  0.12
H8 0.66676 -0.26356 -1.52256  0.04
H9 5.86301 2.64098 1.02767  -0.01
H10 -5.02233 -2.46440 -0.09273  0.15
H11 -0.47304 -4.74707 0.37414  0.03
H12 -0.10372 1.57435 0.02255  0.06
H13 0.62285 -1.92271 0.93605  0.06
H14 5.06382 0.79696 -0.34174  0.15
H15 -2.28634 2.73005 -1.13174  0.19
H16 3.69129 3.96567 1.18182  0.09
H17 -0.33462 -4.15294 2.72206  0.11
H18 4.00371 -1.01793 0.98761  0.14
H19 -3.96812 -2.51238 -1.43757  0.07
H20 2.14378 -1.66959 0.05144  0.16
H21 5.15177 2.04749 2.22319  0.03
H22 -2.01715 -1.05373 -1.97501  0.10
H23 2.62858 1.96944 2.36891  0.04
H24 -1.50917 1.37623 1.03402  0.18
H25 2.57787 0.89006 -0.05607  0.06
H26 -1.84472 -2.51165 3.42906  0.08
H27 -0.25969 -0.61532 2.18458  0.16
H28 5.90979 0.43310 1.21131  0.04
H29 -2.17396 -4.11635 -1.18181  0.04
H30 3.68172 3.01517 -0.25700  0.13
H31 -1.41416 4.32332 -3.01647  0.19

The calculation puts the strongest force on any atom at 0.27225 hartree/bohr. Its charge is 0. As for the molar mass: 417.56 g/mol. The calculation puts the relative energy (zero: lowest compared OMol25 entry of this formula, charge and spin) at 383.4 kcal/mol. The LUMO energy comes out at 0.39 eV. The HOMO-LUMO gap comes out at 8.18 eV.



4.
Here is 2 unconnected molecules or ions with the total composition C3H10Si2 from the Open Molecules 2025 dataset. Energies are from ωB97M-V/def2-TZVPD.

Each line ends with the Löwdin charge.
Element x y z (Å)
Si1 -2.63004 -1.50462 0.23384  0.41
Si2 -0.52053 -2.17670 -0.68273  0.42
C1 1.89862 1.91945 -0.64326  -0.02
C2 2.31593 2.10104 0.88933  -0.13
C3 1.04233 2.31813 0.21576  -0.14
H1 2.95771 2.94509 1.19141  0.08
H2 0.27559 -0.94304 -0.34601  -0.14
H3 0.02715 2.61235 0.29720  0.08
H4 -2.37240 -0.41029 1.23999  -0.12
H5 2.44561 1.19207 1.38359  0.04
H6 -0.76013 -2.05850 -2.13081  -0.14
H7 0.04663 -3.51759 -0.24479  -0.11
H8 2.03321 1.21165 -1.41825  0.07
H9 -3.22808 -2.66774 0.80642  -0.16
H10 -3.53159 -1.02132 -0.79168  -0.14

The calculation puts the strongest force on any atom at 0.04469 hartree/bohr. Its charge is 0. As for the molar mass: 102.28 g/mol. The calculation puts the relative energy (zero: lowest compared OMol25 entry of this formula, charge and spin) at 74.6 kcal/mol. The LUMO energy comes out at 0.88 eV. The HOMO-LUMO gap comes out at 10.37 eV.



What is the relative energy (zero: lowest compared OMol25 entry of this formula, charge and spin) in the first record?
0.0 kcal/mol